Record 1
105
Properties=species:S:1:pos:R:3:forces:R:3 method="wB97M-V/def2-TZVPD" multiplicity=1 e_lumo_ha=-0.0075 charge=-1
C 4.878145 -1.547020 -1.923702 -0.088 0.083 -0.192
C 4.398844 -1.587052 -3.163033 0.076 -0.009 0.158
C 3.003331 -1.276847 -3.641134 0.401 0.491 0.188
C 2.146509 -0.222128 -2.925228 -0.692 0.027 -0.302
P 2.897118 1.463123 -2.973903 0.571 -0.180 0.381
O 1.648796 2.424471 -3.109501 -0.014 -0.087 -0.325
O 3.603371 1.558290 -4.422507 -0.166 -0.149 0.130
S 4.147520 1.912079 -1.561828 0.039 0.169 -0.092
O 1.005857 -0.095009 -3.749688 0.104 -0.094 0.042
P -0.474695 -0.159284 -2.862559 -0.589 0.510 -0.313
O -2.010406 -0.230249 -1.816117 0.440 -0.185 0.179
N -2.306809 0.999048 -1.472987 0.180 0.311 0.093
O -2.910270 1.097335 -0.443846 -0.437 -0.276 -0.065
P -0.996524 -1.961127 -4.172987 0.386 0.004 -0.090
O -0.432826 -3.276241 -3.384405 -0.493 0.130 -0.237
I -3.474852 -2.176837 -3.910307 -0.170 -0.052 -0.053
O 0.313532 -1.168826 -1.736261 -0.155 -0.049 0.226
C 1.631765 -0.753268 -1.524790 -0.018 -0.170 -0.147
P 1.655568 0.246705 0.037858 -0.114 -0.194 0.192
O 0.782016 -0.304516 1.101471 -0.009 -0.047 0.008
H 5.824868 -2.012765 -1.681899 0.206 0.354 -0.084
H 4.373582 -1.044565 -1.109466 -0.161 -0.316 0.107
H 5.070974 -1.912264 -3.953368 -0.127 -0.454 0.062
H 3.044783 -0.971303 -4.685072 -0.083 -0.052 -0.069
H 2.398565 -2.187686 -3.594648 0.015 -0.047 -0.080
H 1.897447 3.357177 -3.087368 -0.072 0.087 0.285
H 4.552070 1.407178 -4.305847 0.139 0.154 -0.124
H -0.116635 1.003770 -2.137393 0.023 -0.082 0.138
H -1.165693 0.629390 -3.850274 0.032 -0.053 -0.030
H -0.774669 -3.279004 -2.474049 0.439 -0.279 0.220
H 2.197096 -1.657431 -1.281608 0.122 0.066 0.077
H 1.373215 1.572655 -0.326307 0.101 0.074 -0.015
H 3.008708 0.249688 0.413477 0.024 0.155 -0.137
C -1.530163 -4.591035 1.475336 0.004 -0.040 -0.005
C -2.489508 -4.808991 2.369093 0.011 -0.022 -0.008
C -3.923380 -4.744441 1.991051 -0.003 0.015 -0.046
O -4.794998 -4.951908 2.813757 0.006 -0.088 0.016
C -4.251708 -4.424875 0.582601 0.021 0.004 0.018
C -3.296225 -4.203002 -0.315389 0.014 -0.007 0.014
C -1.862731 -4.274951 0.063369 -0.143 0.153 -0.018
O -0.988763 -4.075841 -0.750809 0.125 -0.047 0.050
H -0.476195 -4.624091 1.719349 0.002 0.028 -0.008
H -2.280751 -5.039031 3.406623 -0.015 0.021 0.008
H -5.305000 -4.382903 0.337025 -0.001 0.011 0.007
H -3.501315 -3.958635 -1.351110 0.006 0.031 0.011
C -3.959705 -8.329610 3.427343 -0.050 0.068 -0.005
C -3.830102 -8.800941 4.664608 0.023 -0.026 -0.008
C -3.049636 -10.032349 4.941800 -0.001 0.017 -0.017
O -2.932228 -10.468081 6.067439 -0.001 -0.010 0.008
C -2.414241 -10.716439 3.785374 -0.002 0.002 -0.006
C -2.541154 -10.245212 2.548491 -0.001 -0.005 0.006
C -3.324935 -9.012986 2.272058 0.005 0.018 0.005
O -3.439140 -8.581721 1.145700 0.006 -0.003 -0.001
H -4.523657 -7.432319 3.200290 0.013 0.012 0.013
H -4.280683 -8.318257 5.522486 0.002 -0.005 0.004
H -1.849137 -11.610653 4.016103 -0.001 0.002 0.014
H -2.088081 -10.723117 1.689140 -0.002 0.011 -0.008
C -2.769574 4.355191 0.380620 -0.030 -0.010 0.012
C -1.735821 4.028438 -0.390625 0.169 0.061 -0.068
C -0.570899 4.938521 -0.533524 -0.032 0.037 0.031
O 0.380953 4.662704 -1.233869 -0.009 0.004 -0.035
C -0.604842 6.224971 0.214607 -0.012 -0.003 0.011
C -1.642129 6.547872 0.980040 0.020 -0.010 -0.006
C -2.805044 5.634219 1.121438 0.006 0.028 0.007
O -3.748740 5.945190 1.824350 0.035 0.011 -0.093
H -3.621379 3.696431 0.492778 0.019 -0.025 0.014
H -1.697117 3.098311 -0.941010 0.025 0.017 -0.026
H 0.257130 6.869167 0.093980 0.010 -0.014 -0.006
H -1.695902 7.476167 1.534775 -0.013 -0.007 0.011
C 5.124847 1.127852 2.204333 0.011 -0.001 -0.073
C 4.774069 2.049235 3.096436 -0.008 -0.003 0.002
C 4.023717 1.686565 4.324799 -0.041 -0.030 -0.014
O 3.713352 2.524683 5.144420 0.040 0.006 0.017
C 3.668966 0.256761 4.512973 0.015 0.003 -0.005
C 4.015706 -0.664786 3.619653 0.009 0.008 -0.002
C 4.776451 -0.303654 2.396312 -0.043 0.004 0.044
O 5.099626 -1.145074 1.585543 0.055 -0.013 0.015
H 5.665677 1.367270 1.296951 -0.023 -0.018 -0.019
H 5.010610 3.098692 2.975597 -0.013 0.004 0.003
H 3.114144 0.020773 5.411874 -0.020 0.015 -0.010
H 3.764998 -1.711813 3.730287 -0.019 0.004 -0.026
C 5.717291 5.109186 -6.794164 0.000 0.004 0.002
C 4.953208 5.884917 -7.557023 0.002 -0.014 0.005
C 3.644418 5.408196 -8.079258 0.006 0.003 0.028
O 2.957952 6.121862 -8.779062 0.002 -0.002 -0.012
C 3.220765 4.034446 -7.713307 0.035 0.055 0.006
C 3.985531 3.258409 -6.949785 -0.018 -0.070 -0.075
C 5.292212 3.732506 -6.431850 -0.007 0.000 0.014
O 5.993945 3.024622 -5.739925 0.008 -0.018 -0.012
H 6.673915 5.430629 -6.402048 -0.002 -0.008 0.011
H 5.236618 6.891473 -7.837664 -0.015 0.003 -0.006
H 2.262836 3.710255 -8.099379 0.001 0.004 -0.005
H 3.702147 2.254925 -6.665226 -0.046 0.016 0.014
C -5.726175 4.201269 6.992500 0.011 0.002 0.002
C -4.489173 3.853670 6.651697 -0.014 0.003 -0.008
C -4.031501 3.924045 5.237781 -0.011 0.009 0.001
O -2.901676 3.611648 4.933910 0.016 0.016 0.004
C -5.007109 4.394540 4.221681 -0.057 -0.081 0.071
C -6.243261 4.744344 4.568993 0.002 -0.002 0.002
C -6.701009 4.676874 5.976537 0.012 -0.003 0.013
O -7.827224 4.996745 6.297333 -0.003 0.005 -0.005
H -6.086710 4.160277 8.012695 -0.013 0.003 -0.005
H -3.757841 3.506759 7.370783 0.010 -0.007 -0.012
H -4.653752 4.444020 3.201512 0.009 0.032 0.006
H -6.971074 5.094602 3.848079 -0.005 -0.001 0.004

Record 2
88
Properties=species:S:1:pos:R:3:forces:R:3 method="wB97M-V/def2-TZVPD" multiplicity=1 e_lumo_ha=-0.2660 charge=+2
Os 1.453320 0.015036 0.070589 -0.051 0.740 0.003
C -0.030266 0.898647 -7.979175 0.005 0.002 -0.004
C -0.200217 0.872741 -6.489893 0.005 -0.015 0.017
C -0.445469 2.051636 -5.786811 0.006 -0.001 -0.005
C -0.613196 2.039613 -4.413640 -0.016 0.000 0.029
C -0.556932 0.821701 -3.744572 0.017 0.038 0.022
C -0.301481 -0.371758 -4.414032 -0.009 -0.029 0.000
C -0.121349 -0.331804 -5.782447 -0.002 0.014 -0.002
S -0.772902 0.873047 -2.010619 0.318 -0.080 -0.031
O 0.257416 -0.227360 -1.491781 -0.156 -0.065 -0.026
C -2.346297 0.102971 -1.704226 0.028 -0.028 -0.565
C -3.152731 -0.395258 -2.746336 -0.127 -0.058 -0.083
C -4.380486 -0.914033 -2.445258 0.104 0.026 -0.131
C -4.853832 -0.952224 -1.116885 -0.025 0.003 0.166
C -6.129449 -1.480448 -0.796028 0.037 0.016 0.003
C -6.568913 -1.488468 0.494827 -0.013 -0.005 -0.005
C -5.759700 -0.970318 1.532545 0.009 0.002 0.023
C -4.523665 -0.461449 1.261321 0.023 -0.009 -0.045
C -4.038095 -0.440254 -0.073817 -0.066 -0.037 0.035
C -2.767729 0.092098 -0.402412 -0.336 -0.113 0.474
C -1.847594 0.626796 0.634005 -0.270 0.353 -0.164
C -1.779875 2.058769 0.837034 -0.003 0.113 -0.020
C -2.778404 2.917525 0.362756 0.026 -0.004 0.024
C -2.636255 4.281314 0.505352 -0.007 -0.025 -0.007
C -1.492927 4.838586 1.098792 0.004 0.021 0.005
C -0.496273 4.020699 1.560001 -0.004 -0.030 0.009
C -0.629463 2.620124 1.450649 -0.114 0.097 -0.052
C 0.364118 1.762785 1.948132 0.153 -0.050 -0.108
C 0.239957 0.369322 1.875228 0.358 -0.093 0.217
C -0.929004 -0.164450 1.211146 0.076 -0.457 0.243
S -0.769779 -1.902324 0.769829 -0.214 0.023 0.151
O 0.767429 -1.916297 0.579115 0.284 -0.032 -0.082
C -1.046735 -2.724231 2.303791 -0.034 0.075 -0.042
C -0.032622 -2.893855 3.234786 0.021 0.007 0.011
C -0.326494 -3.545444 4.419962 -0.013 -0.001 0.000
C -1.612486 -4.017971 4.685887 0.002 0.006 -0.017
C -1.928777 -4.710818 5.977985 0.008 -0.001 0.006
C -2.605485 -3.842990 3.719700 -0.004 -0.008 -0.001
C -2.331696 -3.210113 2.521457 0.006 -0.008 0.011
H 0.557903 1.760752 -8.290902 -0.002 0.001 -0.001
H -1.004600 0.974645 -8.466037 -0.001 0.000 0.001
H 0.455340 -0.004728 -8.342048 0.000 0.001 0.002
H -0.487446 2.992918 -6.319510 0.001 -0.001 0.001
H -0.775599 2.961811 -3.869624 0.000 0.004 0.003
H -0.234756 -1.306708 -3.872605 0.000 0.003 -0.003
H 0.085992 -1.249118 -6.318285 0.003 0.000 0.002
H -2.814046 -0.357050 -3.770788 0.013 0.006 -0.005
H -5.011211 -1.299316 -3.236166 0.007 0.002 -0.009
H -6.748861 -1.871880 -1.592648 0.001 -0.001 -0.003
H -7.545271 -1.888610 0.732463 0.001 0.001 -0.002
H -6.131266 -0.976081 2.548688 0.003 0.001 -0.001
H -3.908471 -0.065107 2.060292 -0.006 0.003 0.006
H -3.662126 2.505483 -0.106353 -0.013 0.014 -0.008
H -3.418279 4.938442 0.147972 -0.008 -0.008 0.003
H -1.403832 5.912321 1.187357 0.006 -0.003 -0.003
H 0.396077 4.431896 2.014011 0.002 0.001 -0.002
H 1.235705 2.184019 2.437128 0.002 -0.018 0.008
H 0.779480 -0.229982 2.604863 -0.040 -0.057 -0.014
H 0.974397 -2.563396 3.016328 0.005 -0.011 0.003
H 0.458084 -3.703513 5.148656 0.000 -0.001 0.001
H -1.024427 -4.971667 6.523364 0.000 0.000 0.000
H -2.501151 -5.621087 5.801787 -0.002 0.001 -0.001
H -2.533089 -4.063528 6.616192 -0.001 0.000 -0.001
H -3.600029 -4.230387 3.902068 0.003 0.001 0.002
H -3.101219 -3.103741 1.765500 -0.004 0.008 -0.001
C 6.070498 2.137401 0.028177 -0.013 0.016 0.001
C 5.512324 0.726336 0.038507 0.032 -0.068 -0.007
C 6.493948 -0.261990 -0.550121 0.000 0.007 0.030
O 4.304396 0.747013 -0.825777 0.071 0.213 0.194
B 3.305449 0.984233 0.037257 0.018 -0.154 -0.587
O 3.547236 0.897592 1.376368 -0.237 -0.100 0.182
C 4.924772 0.301508 1.427284 0.075 -0.075 0.020
C 5.635351 0.891365 2.622296 -0.017 0.004 0.000
C 4.724755 -1.194337 1.572621 0.014 0.004 -0.035
H 6.273436 2.426914 -1.001483 0.002 0.000 0.000
H 7.002872 2.189425 0.589725 -0.004 -0.002 -0.002
H 5.366798 2.855495 0.452535 0.000 0.001 -0.003
H 6.850422 0.109985 -1.509286 -0.006 -0.002 -0.002
H 6.044087 -1.240452 -0.703927 -0.005 0.005 -0.005
H 7.356849 -0.371926 0.108949 -0.009 0.006 0.003
H 5.618571 1.978359 2.604426 0.004 -0.002 0.004
H 6.674843 0.559599 2.631900 -0.006 0.000 -0.007
H 5.165026 0.547654 3.542741 0.000 -0.003 0.008
H 4.210041 -1.616898 0.706292 0.002 -0.009 0.009
H 4.135727 -1.391516 2.468262 -0.009 -0.003 0.016
H 5.681030 -1.705115 1.679975 -0.004 0.008 -0.005
N 1.975891 3.044708 -0.769370 -0.010 -0.006 -0.083
C 1.812715 1.926717 -0.506012 0.110 -0.176 0.236

Record 3
88
Properties=species:S:1:pos:R:3:forces:R:3 method="wB97M-V/def2-TZVPD" multiplicity=1 e_lumo_ha=0.0711 charge=-1
Be 0.522135 0.324393 0.282758 -0.747 -0.293 0.013
S 2.341083 0.308539 4.300392 0.474 0.145 0.747
C 1.631835 0.225005 2.867563 -0.435 -0.198 -0.948
N 1.141570 0.169252 1.807600 0.438 -0.026 0.269
O 1.268420 -0.846159 -0.648101 0.457 0.009 0.751
S 0.893158 -1.249331 -2.045989 -0.522 -0.894 -0.789
C -0.785715 -1.956042 -1.918312 0.168 0.183 0.038
C -1.237529 -2.524373 -3.223087 0.019 -0.028 -0.247
C -1.685367 -3.839362 -3.318240 0.031 0.038 0.076
C -2.126545 -4.349806 -4.529276 -0.016 -0.050 -0.057
C -2.123033 -3.556492 -5.667374 -0.006 0.014 0.065
C -1.686214 -2.242208 -5.580502 0.011 -0.011 -0.108
C -1.245781 -1.730662 -4.371300 0.019 0.012 0.101
C 1.852070 -2.818845 -2.300544 -0.145 0.459 0.244
C 1.577387 -3.863760 -1.262186 -0.044 -0.037 0.122
C 1.804352 -3.618967 0.093635 0.023 -0.011 -0.016
C 1.377833 -4.525428 1.051947 0.027 -0.016 -0.019
C 0.776431 -5.715592 0.670313 0.037 -0.022 0.000
C 0.643636 -6.013470 -0.677968 -0.041 -0.059 -0.007
C 1.025002 -5.086975 -1.635747 0.059 0.062 -0.046
H -1.383196 -1.096200 -1.587403 0.034 0.003 0.052
H -0.767667 -2.681388 -1.105801 0.010 -0.028 0.011
H -1.704020 -4.458411 -2.430048 0.003 0.003 0.016
H -2.482056 -5.371207 -4.583978 -0.006 0.002 0.018
H -2.474686 -3.953928 -6.610580 0.002 0.000 -0.006
H -1.700888 -1.609374 -6.458786 0.014 0.012 0.009
H -0.922302 -0.698462 -4.305147 -0.039 0.018 -0.009
H 2.889412 -2.480776 -2.300783 0.000 0.022 -0.037
H 1.574901 -3.156912 -3.299281 0.056 0.025 -0.039
H 2.290620 -2.709017 0.409686 -0.065 0.110 -0.019
H 1.510678 -4.288687 2.099477 0.008 -0.016 0.003
H 0.421625 -6.410807 1.419932 0.042 -0.029 -0.002
H 0.230556 -6.965322 -0.987652 -0.054 0.024 0.006
H 0.899737 -5.314200 -2.688078 -0.087 0.032 -0.001
C -1.150307 0.480497 0.074993 0.362 0.188 -0.165
C -2.364246 0.628152 -0.053411 -0.032 -0.044 -0.020
C -3.750357 0.818300 -0.197474 0.065 0.132 -0.074
C -4.631717 -0.307433 -0.027052 0.076 0.123 0.043
C -4.191320 -1.485129 0.624759 -0.019 -0.016 -0.009
C -5.034267 -2.559399 0.834828 0.012 0.012 -0.055
C -6.354814 -2.532487 0.394619 -0.106 -0.119 -0.015
C -6.796929 -1.406858 -0.293645 0.034 0.000 -0.006
C -5.959028 -0.330252 -0.518484 0.003 -0.072 0.060
C -4.189005 2.184279 -0.431192 0.009 -0.163 0.027
C -3.329406 3.124241 -1.042371 -0.070 0.029 0.028
C -3.708613 4.441238 -1.229206 0.011 -0.038 0.025
C -4.958542 4.890208 -0.817125 -0.024 0.150 -0.004
C -5.809636 3.991691 -0.183637 -0.003 -0.010 -0.008
C -5.435946 2.674783 0.014246 0.046 0.045 -0.069
H -3.169215 -1.514730 0.983892 -0.010 -0.001 0.039
H -4.660564 -3.429757 1.364838 0.009 -0.012 -0.010
H -7.017139 -3.374056 0.559698 0.010 0.009 0.038
H -7.816005 -1.370814 -0.665789 0.016 -0.016 -0.048
H -6.314923 0.503635 -1.108532 -0.038 0.048 0.069
H -2.348628 2.792141 -1.359930 0.013 -0.005 0.008
H -3.015839 5.131178 -1.700133 -0.005 -0.004 -0.017
H -5.251841 5.923680 -0.959294 -0.003 -0.008 -0.016
H -6.773462 4.331846 0.181202 0.000 -0.011 0.015
H -6.088895 2.014892 0.569451 -0.053 -0.018 -0.056
C 5.253241 -0.369466 1.457400 -0.033 0.023 -0.136
C 4.654145 0.193303 0.172304 0.035 0.128 0.259
C 4.546789 1.716770 0.168835 0.047 -0.087 -0.174
N 3.596945 2.266828 1.124666 -0.538 -0.185 0.276
C 2.316115 2.536560 0.848892 0.582 0.294 -0.259
S 1.605945 2.198325 -0.647316 0.015 0.198 -0.065
N 1.538993 3.163227 1.786835 0.112 -0.053 0.089
C 1.787167 3.691749 3.065892 -0.413 -0.264 -0.159
O 0.846457 3.823498 3.808339 0.094 0.118 0.068
C 3.147666 4.145574 3.448798 0.505 0.261 0.196
C 3.985616 4.866316 2.596298 -0.280 -0.129 0.022
C 5.210392 5.320395 3.052054 0.162 0.114 0.026
C 5.614479 5.065513 4.356014 -0.079 -0.060 -0.018
C 4.775710 4.366282 5.213194 0.102 0.053 0.019
C 3.543594 3.924072 4.767086 -0.178 -0.180 -0.143
H 5.306892 -1.457753 1.402242 0.045 0.007 0.059
H 4.639202 -0.119645 2.321992 -0.048 0.004 0.094
H 6.262526 0.016811 1.624309 -0.001 -0.026 0.016
H 3.658683 -0.217675 0.023616 -0.149 -0.067 -0.134
H 5.275514 -0.092361 -0.682546 -0.068 0.010 -0.014
H 4.226897 2.053611 -0.814932 0.065 0.062 0.009
H 5.524181 2.154602 0.395040 -0.049 0.052 0.007
H 3.855301 2.235327 2.100449 0.071 0.110 0.065
H 0.544434 3.070750 1.601716 -0.005 0.013 -0.028
H 3.669733 5.087295 1.585251 -0.010 -0.055 -0.050
H 5.855050 5.884034 2.389658 -0.019 0.003 -0.014
H 6.577801 5.414846 4.704467 0.007 0.008 -0.009
H 5.082999 4.166700 6.231339 -0.010 0.004 0.006
H 2.870736 3.379640 5.415717 0.013 -0.006 0.022

- Which value of multiplicity does entry 1 give?
  1